Entry 1:
Here is C16H20F3HgN4OSe as an isolated structure from OMol25. Energies are from ωB97M-V/def2-TZVPD.

E_HOMO (spin up / spin down) (eV): -7.07 / -7.98
LUMO (spin up / spin down) (eV): 0.161 / -1.311
Gap between HOMO and LUMO (spin up / spin down) (eV): 7.23 / 6.67

Structure (ORCA input):
```
! RIJCOSX wB97M-V def2-TZVPD def2/J DEFGRID3
* xyz 0 2
Hg 1.014 -2.272 0.216
F 4.866 3.818 -2.043
C 4.250 3.064 -2.968
F 3.324 3.843 -3.556
F 5.157 2.746 -3.902
C 3.617 1.846 -2.349
C 3.873 0.578 -2.836
C 3.242 -0.494 -2.219
N 2.407 -0.355 -1.197
C 2.162 0.873 -0.741
C 2.748 2.005 -1.280
H 4.545 0.419 -3.666
H 3.418 -1.506 -2.563
H 1.460 0.943 0.083
H 2.530 2.984 -0.875
Se 1.562 -1.135 2.529
C 0.638 -2.405 3.619
C 0.950 -3.760 3.611
C 0.250 -4.614 4.449
N -0.709 -4.219 5.285
C -0.992 -2.920 5.293
C -0.362 -1.983 4.487
H 1.727 -4.146 2.966
H 0.477 -5.674 4.448
H -1.771 -2.603 5.979
H -0.650 -0.941 4.535
C -3.884 0.640 -2.132
N -2.442 0.498 -2.013
C -1.729 -0.014 -3.172
C -1.808 0.345 -0.808
O -0.766 -0.302 -0.725
N -2.404 0.930 0.290
C -2.963 2.270 0.212
C -1.854 0.586 1.590
H -4.265 -0.117 -2.820
H -4.174 1.624 -2.511
H -4.358 0.486 -1.166
H -2.303 0.231 -4.064
H -1.588 -1.096 -3.118
H -0.747 0.448 -3.250
H -3.033 2.603 -0.819
H -2.319 2.972 0.751
H -3.958 2.311 0.661
H -1.482 -0.433 1.581
H -2.636 0.686 2.344
H -1.019 1.241 1.865
*
```

Taken from the Mulliken analysis, the atomic charges in e are:
1 Hg 0.432
2 F -0.248
3 C 0.731
4 F -0.244
5 F -0.276
6 C 0.547
7 C -0.463
8 C -0.594
9 N 0.019
10 C -0.079
11 C -1.043
12 H 0.476
13 H 0.410
14 H 0.327
15 H 0.399
16 Se -0.343
17 C 0.275
18 C -0.199
19 C -0.300
20 N -0.585
21 C -0.297
22 C -0.392
23 H 0.351
24 H 0.341
25 H 0.339
26 H 0.365
27 C -1.204
28 N 0.174
29 C -1.024
30 C 0.316
31 O -0.482
32 N 0.154
33 C -1.125
34 C -0.898
35 H 0.465
36 H 0.296
37 H 0.391
38 H 0.432
39 H 0.299
40 H 0.285
41 H 0.399
42 H 0.374
43 H 0.294
44 H 0.235
45 H 0.332
46 H 0.341

***

Entry 2:
Here is C16H20FeN2O4S2 as an isolated structure from OMol25. Energies are from ωB97M-V/def2-TZVPD.

E_HOMO (spin up / spin down) (eV): -5.48 / -7.97
LUMO (spin up / spin down) (eV): 0.215 / -2.610
Gap between HOMO and LUMO (spin up / spin down) (eV): 5.69 / 5.36

Structure (ORCA input):
```
! RIJCOSX wB97M-V def2-TZVPD def2/J DEFGRID3
* xyz 0 5
C -3.866 -0.139 -3.666
N -2.594 -0.460 -3.057
C -2.153 -1.806 -3.331
C -0.959 -2.146 -2.459
N 0.075 -1.129 -2.562
C 1.285 -1.472 -1.943
S 1.718 -3.041 -1.572
S 2.407 -0.236 -1.686
C -0.350 0.262 -2.439
C -1.576 0.532 -3.307
H -4.175 0.858 -3.337
H -3.838 -0.149 -4.768
H -4.608 -0.873 -3.337
H -2.984 -2.479 -3.075
H -1.888 -1.955 -4.400
H -1.306 -2.243 -1.415
H -0.532 -3.101 -2.795
H -0.639 0.508 -1.396
H 0.454 0.950 -2.755
H -1.266 0.561 -4.377
H -2.005 1.514 -3.040
C 1.539 3.533 3.663
O 1.857 2.153 3.961
C 1.678 1.171 3.055
C 0.907 1.267 1.848
C 1.726 1.021 0.590
C 2.853 0.022 0.735
C 2.949 -0.615 1.957
C 2.305 -0.153 3.171
Fe 0.134 -0.258 3.136
C -0.774 -0.921 1.818
O -1.320 -1.437 0.922
C -1.181 0.318 4.070
O -2.177 0.310 4.668
C 0.301 -1.805 3.905
O 0.280 -2.891 4.306
H 0.801 3.863 4.407
H 2.473 4.090 3.808
H 1.158 3.684 2.641
H 0.128 2.038 1.709
H 0.980 0.691 -0.159
H 2.108 1.996 0.227
H 3.729 -0.108 0.066
H 3.642 -1.457 2.066
H 2.704 -0.467 4.144
*
```

Taken from the Mulliken analysis, the atomic charges in e are:
1 C -1.056
2 N 0.054
3 C -0.976
4 C -0.618
5 N 0.022
6 C 0.555
7 S -0.192
8 S -0.225
9 C -0.357
10 C -1.106
11 H 0.336
12 H 0.363
13 H 0.327
14 H 0.431
15 H 0.357
16 H 0.224
17 H 0.535
18 H 0.085
19 H 0.483
20 H 0.372
21 H 0.457
22 C -0.730
23 O -0.427
24 C -0.628
25 C -0.649
26 C 0.681
27 C -0.500
28 C -0.494
29 C -0.118
30 Fe 0.039
31 C 0.253
32 O -0.452
33 C 0.053
34 O -0.393
35 C 0.338
36 O -0.362
37 H 0.273
38 H 0.281
39 H 0.369
40 H 1.159
41 H -0.808
42 H 0.295
43 H 0.614
44 H 0.437
45 H 0.695

***

Entry 3:
Here is C16H20FeNS as an isolated structure from OMol25. Energies are from ωB97M-V/def2-TZVPD.

E_HOMO (spin up / spin down) (eV): -0.13 / -4.30
LUMO (spin up / spin down) (eV): 2.895 / 0.073
Gap between HOMO and LUMO (spin up / spin down) (eV): 3.03 / 4.38

Structure (ORCA input):
```
! RIJCOSX wB97M-V def2-TZVPD def2/J DEFGRID3
* xyz -1 5
C -1.891 0.343 1.239
C -0.441 0.036 1.189
N 0.087 -1.178 1.273
C 1.562 -1.282 1.179
C 2.084 0.146 1.135
S 0.685 1.317 1.014
H -2.496 -0.566 1.204
H -2.121 0.904 2.154
H -2.143 0.977 0.381
H 1.974 -1.825 2.037
H 1.846 -1.814 0.263
H 2.628 0.411 2.048
H 2.719 0.336 0.265
C -2.452 -2.911 0.863
C -1.201 -3.444 0.856
C -0.681 -4.188 -0.350
C -0.654 -5.636 -0.549
C 0.044 -5.920 -1.790
C 0.444 -4.653 -2.373
C -0.009 -3.591 -1.490
Fe -1.511 -4.736 -2.074
C -3.171 -3.682 -2.285
C -3.452 -5.039 -1.854
C -2.880 -5.944 -2.833
C -2.238 -5.146 -3.861
C -2.412 -3.745 -3.518
H -2.998 -2.765 1.798
H -0.472 -1.991 1.529
H -2.922 -2.555 -0.053
H -0.728 -3.795 1.789
H -1.037 -6.352 0.176
H 0.287 -6.909 -2.170
H 1.049 -4.521 -3.265
H 0.185 -2.525 -1.581
H -3.557 -2.778 -1.831
H -4.059 -5.322 -0.998
H -2.996 -7.025 -2.841
H -1.788 -5.525 -4.776
H -2.106 -2.892 -4.118
*
```

Taken from the Mulliken analysis, the atomic charges in e are:
1 C -1.063
2 C 0.135
3 N 0.249
4 C -0.595
5 C -0.420
6 S -0.464
7 H 0.223
8 H 0.241
9 H 0.268
10 H 0.337
11 H 0.212
12 H 0.204
13 H 0.292
14 C -1.459
15 C -0.704
16 C 1.451
17 C -1.028
18 C -0.501
19 C -0.889
20 C -0.001
21 Fe -0.167
22 C -0.743
23 C -0.453
24 C -0.623
25 C -0.546
26 C -0.744
27 H 0.367
28 H 0.254
29 H 0.155
30 H 0.482
31 H 0.482
32 H 0.437
33 H 0.464
34 H 0.646
35 H 0.661
36 H 0.476
37 H 0.446
38 H 0.461
39 H 0.457

***

Entry 4:
Here is a 3-piece molecular cluster, C16H20IO overall from OMol25. Energies are from ωB97M-V/def2-TZVPD.

E_HOMO (eV): -2.53
LUMO (eV): 2.862
Gap between HOMO and LUMO (eV): 5.39

Structure (ORCA input):
```
! RIJCOSX wB97M-V def2-TZVPD def2/J DEFGRID3
* xyz -1 1
C -2.696 -0.030 -3.331
C -2.711 -0.558 -1.915
O -3.414 0.412 -1.092
C -3.335 -1.950 -1.766
C -2.799 -2.885 -0.695
I -0.688 -3.329 -1.285
H -3.687 -0.107 -3.783
H -2.004 -0.638 -3.915
H -2.376 1.011 -3.349
H -1.680 -0.616 -1.557
H -3.000 0.395 -0.228
H -4.380 -1.776 -1.477
H -3.348 -2.452 -2.739
H -2.634 -2.252 0.192
C 3.816 -1.141 2.814
C 3.382 -0.725 1.563
C 2.402 -1.445 0.893
C 1.841 -2.571 1.475
C 2.281 -2.992 2.722
C 3.270 -2.281 3.391
H 4.580 -0.580 3.339
H 3.809 0.160 1.108
H 2.063 -1.132 -0.087
H 1.049 -3.076 0.935
H 1.841 -3.870 3.179
H 3.609 -2.609 4.366
C -0.539 2.308 -0.556
C -0.589 3.691 -0.658
C 0.350 4.471 0.004
C 1.342 3.866 0.764
C 1.392 2.483 0.864
C 0.448 1.703 0.209
H -1.270 1.701 -1.078
H -1.359 4.160 -1.256
H 0.309 5.550 -0.074
H 2.077 4.474 1.277
H 2.165 2.008 1.455
H 0.483 0.625 0.294
*
```

Taken from the Mulliken analysis, the atomic charges in e are:
1 C -1.580
2 C 1.257
3 O -0.623
4 C -1.079
5 C -0.775
6 I -0.332
7 H 0.362
8 H 0.332
9 H 0.346
10 H -0.079
11 H 0.340
12 H 0.375
13 H 0.337
14 H 0.230
15 C -0.481
16 C -0.268
17 C -0.368
18 C -0.155
19 C -0.571
20 C -0.292
21 H 0.353
22 H 0.466
23 H 0.515
24 H -0.021
25 H 0.371
26 H 0.347
27 C 0.043
28 C -0.683
29 C -0.293
30 C -0.559
31 C -0.208
32 C -0.482
33 H 0.215
34 H 0.380
35 H 0.354
36 H 0.354
37 H 0.402
38 H 0.468

***

Calculated total energy list, top to bottom, in a.u.: -3770.4111 -3091.9486 -2337.9702 -994.5807